# 1
Entry from the Open Molecules 2025 dataset: a cluster of 6 separate species, C31H44F6O15S5 in total (ωB97M-V with the def2-TZVPD basis set).

Geometry (Å):
O 0.70 -2.46 0.57
C -0.20 -1.74 0.23
C -0.35 -1.25 -1.16
C -0.73 0.01 -1.35
C -1.03 0.82 -0.15
O -0.76 1.99 -0.04
C -1.63 0.05 1.00
C -2.65 0.64 1.90
O -2.62 0.49 3.09
C -3.85 1.44 1.31
F -4.18 2.37 2.25
F -3.50 2.09 0.18
C -5.16 0.62 1.02
F -5.92 0.57 2.12
F -5.85 1.31 0.08
C -4.96 -0.79 0.41
F -4.06 -0.68 -0.61
F -6.15 -1.18 -0.13
C -4.54 -1.93 1.37
O -4.73 -1.90 2.54
O -3.92 -2.94 0.75
C -1.22 -1.21 1.19
H -0.11 -1.90 -2.00
H -0.83 0.46 -2.34
H -4.01 -2.89 -0.21
H -1.60 -1.84 1.99
C 3.46 2.19 -3.99
C 3.79 1.22 -5.13
C 3.37 -0.19 -4.67
S 2.02 0.06 -3.51
O 2.44 -0.37 -2.20
O 0.79 -0.43 -4.09
C 2.04 1.85 -3.55
H 3.53 3.23 -4.32
H 4.15 2.05 -3.16
H 3.23 1.50 -6.02
H 4.85 1.24 -5.39
H 3.02 -0.81 -5.48
H 4.17 -0.70 -4.13
H 1.77 2.22 -2.57
H 1.30 2.16 -4.28
C 3.87 -4.80 1.64
C 5.19 -5.53 1.37
C 5.05 -6.25 0.02
S 3.86 -5.29 -0.93
O 2.68 -6.11 -1.14
O 4.52 -4.67 -2.05
C 3.50 -4.09 0.34
H 3.95 -4.10 2.47
H 3.09 -5.52 1.89
H 6.00 -4.80 1.31
H 5.43 -6.23 2.17
H 5.98 -6.30 -0.53
H 4.63 -7.25 0.14
H 2.46 -3.80 0.28
H 4.14 -3.22 0.16
C -0.02 6.87 -3.99
C -1.53 6.60 -3.84
C -1.82 5.26 -4.54
S -0.30 4.30 -4.43
O 0.22 4.09 -5.76
O -0.51 3.20 -3.53
C 0.68 5.57 -3.63
H 0.30 7.69 -3.35
H 0.21 7.14 -5.03
H -1.78 6.53 -2.79
H -2.13 7.40 -4.27
H -2.61 4.70 -4.06
H -2.04 5.39 -5.60
H 1.70 5.50 -3.98
H 0.63 5.38 -2.55
C -1.35 4.51 2.86
C -2.69 5.07 3.37
C -2.61 6.60 3.29
S -1.47 6.97 1.95
O -0.30 7.62 2.49
O -2.19 7.55 0.84
C -1.06 5.27 1.57
H -1.40 3.44 2.69
H -0.57 4.70 3.59
H -3.50 4.71 2.74
H -2.90 4.75 4.39
H -3.56 7.06 3.07
H -2.19 7.04 4.20
H -0.02 5.21 1.26
H -1.71 4.94 0.76
C -0.96 -5.92 4.52
C -0.80 -7.00 3.44
C 0.70 -7.09 3.11
S 1.57 -6.60 4.60
O 2.29 -5.37 4.33
O 2.25 -7.73 5.17
C 0.12 -6.20 5.56
H -1.95 -5.93 4.96
H -0.79 -4.93 4.08
H -1.15 -7.95 3.83
H -1.38 -6.77 2.55
H 1.01 -8.10 2.85
H 0.98 -6.40 2.31
H 0.34 -5.36 6.21
H -0.13 -7.08 6.15

For the orbital gap, the calculation gives 8.287 eV. The strongest force on any atom is 0.014 Eh/bohr. Its multiplicity is 1. As for the SMILES: O=C1C=CC(=O)C(C(=O)C(F)(F)C(F)(F)C(F)(F)C(=O)O)=C1.O=S1(=O)CCCC1.O=S1(=O)CCCC1.O=S1(=O)CCCC1.O=S1(=O)CCCC1.O=S1(=O)CCCC1.

Mulliken atomic charge list, values in e, 5 entries: O -0.56; C -0.20; C -0.43; C -0.62; C 0.22


# 2
Entry from the Open Molecules 2025 dataset: a structure of composition C42H34BrClMoN3O2P (ωB97M-V with the def2-TZVPD basis set).

Geometry (Å):
Mo 0.15 -0.56 0.42
Cl 1.35 -5.32 6.07
C 1.12 -4.45 4.60
C 1.49 -5.02 3.38
C 1.30 -4.34 2.19
C 0.74 -3.06 2.20
O 0.56 -2.44 1.01
C 0.39 -2.49 3.41
C -0.16 -1.18 3.49
N -0.36 -0.36 2.52
C -0.92 0.92 2.83
C -1.76 1.20 3.86
C -2.14 2.53 4.14
C -1.64 3.56 3.39
C -0.80 3.29 2.28
C -0.25 4.29 1.45
C 0.55 3.94 0.40
C 0.74 2.58 0.12
N 0.21 1.61 0.84
C -0.49 1.96 1.98
C 0.58 -3.20 4.62
H 1.93 -6.02 3.37
H 1.59 -4.78 1.24
H -0.42 -0.83 4.49
H -2.15 0.40 4.49
H -2.81 2.73 4.96
H -1.90 4.59 3.62
H -0.47 5.33 1.66
H 1.01 4.68 -0.24
H 1.32 2.29 -0.74
H 0.30 -2.74 5.56
O -5.94 -2.43 0.64
C -4.67 -2.03 0.53
C -3.57 -2.87 0.65
C -2.33 -2.33 0.52
N -2.06 -1.01 0.29
C -3.16 -0.23 0.18
Br -3.05 1.63 -0.12
C -4.45 -0.69 0.29
H -6.01 -3.38 0.79
H -3.67 -3.94 0.83
H -1.48 -2.97 0.58
H -5.28 -0.01 0.19
C -0.49 -4.33 -1.57
C 1.00 -4.52 -1.45
C 1.50 -5.82 -1.43
C 2.85 -6.08 -1.26
C 3.75 -5.04 -1.10
C 3.28 -3.73 -1.14
C 1.92 -3.46 -1.32
P 1.39 -1.73 -1.45
C 2.90 -0.76 -1.71
C 3.45 -0.64 -2.98
C 4.60 0.11 -3.19
C 5.20 0.76 -2.12
C 4.66 0.65 -0.84
C 3.51 -0.12 -0.63
C 3.02 -0.31 0.79
C 0.40 -1.59 -2.93
C 0.38 -2.40 -4.05
C -0.55 -2.12 -5.05
C -1.43 -1.05 -4.89
C -1.37 -0.23 -3.77
C -0.44 -0.50 -2.78
C -0.16 0.38 -1.58
H -0.87 -4.82 -2.47
H -0.79 -3.30 -1.62
H -0.99 -4.80 -0.71
H 0.80 -6.64 -1.55
H 3.20 -7.11 -1.25
H 4.80 -5.23 -0.95
H 3.99 -2.92 -1.03
H 2.97 -1.13 -3.83
H 5.03 0.19 -4.18
H 6.09 1.36 -2.27
H 5.13 1.15 -0.01
H 3.41 0.42 1.48
H 3.21 -1.31 1.17
H 1.94 -0.17 0.86
H 1.05 -3.25 -4.15
H -0.61 -2.74 -5.94
H -2.17 -0.85 -5.66
H -2.04 0.62 -3.67
H -0.91 1.16 -1.48
H 0.78 0.91 -1.79

For the orbital gap (spin up / spin down), the calculation gives 6.420 / 6.419 eV. The strongest force on any atom is 0.033 Eh/bohr. Its net charge is +2. Its multiplicity is 1.

Mulliken atomic charge list, values in e, 5 entries: Mo -1.31; Cl -0.17; C -0.07; C -0.94; C -0.23


# 3
Entry from the Open Molecules 2025 dataset: a cluster of 2 separate species, C3H4O in total (ωB97M-V with the def2-TZVPD basis set).

Geometry (Å):
C -2.01 0.36 -0.39
C -0.95 0.47 0.26
C 1.92 -0.51 0.35
O 2.63 -0.04 -0.49
H -2.93 -0.21 -0.61
H -1.89 1.47 -0.59
H 1.79 -1.66 0.34
H 1.44 0.12 1.13

For the orbital gap, the calculation gives 9.779 eV. The strongest force on any atom is 0.047 Eh/bohr. Its multiplicity is 1.

natural (NBO) atomic charge list, values in e, 5 entries: C -0.74; C 0.13; C 0.27; O -0.52; H 0.29


# 4
Entry from the Open Molecules 2025 dataset: an isolated molecule of CH5NO2S (ωB97M-V with the def2-TZVPD basis set).

Geometry (Å):
C -0.02 0.40 -1.41
N -0.53 -1.16 0.71
O 0.52 1.12 1.08
O -0.79 -1.13 2.08
S 0.44 0.01 0.18
H -1.07 0.80 -1.37
H 0.75 1.13 -1.65
H -0.09 -0.49 -1.89
H -0.91 -0.28 2.38
H 1.70 -0.39 -0.10

For the orbital gap, the calculation gives 8.939 eV. The strongest force on any atom is 0.091 Eh/bohr. Its multiplicity is 1. As for the SMILES: C[S@@H](=O)=NO.

natural (NBO) atomic charge list, values in e, 5 entries: C -0.87; N -0.65; O -0.95; O -0.55; S 1.83


# 5
Entry from the Open Molecules 2025 dataset: an isolated molecule of C4H7NO (ωB97M-V with the def2-TZVPD basis set).

Geometry (Å):
O -0.12 -1.73 -0.04
C -1.07 -2.37 -0.67
C -0.71 -0.55 0.55
C 0.39 0.46 0.63
C 0.84 1.12 -0.62
N -0.04 1.81 0.33
H -0.52 -2.83 -1.51
H -1.22 -0.78 1.48
H -1.44 -0.19 -0.18
H 1.14 0.28 1.39
H 0.39 0.87 -1.57
H 1.88 1.42 -0.68
H 0.47 2.49 0.89

For the orbital gap, the calculation gives 9.139 eV. The strongest force on any atom is 0.020 Eh/bohr. Its multiplicity is 1.

natural (NBO) atomic charge list, values in e, 5 entries: O -0.49; C 0.10; C -0.08; C -0.12; C -0.25


# 6
Entry from the Open Molecules 2025 dataset: a structure of composition C31H55BrNP3Pd (ωB97M-V with the def2-TZVPD basis set).

Geometry (Å):
N 1.43 -3.53 8.07
C 0.38 -2.70 8.01
C 0.06 -1.95 6.86
C 0.88 -2.10 5.70
C 1.99 -2.98 5.79
C 2.21 -3.67 7.00
C 0.48 -1.40 4.47
Pd 0.02 0.32 0.53
P -1.22 -1.43 -4.50
C 1.08 -1.60 3.24
C 0.30 -1.62 2.03
C 0.53 -2.65 1.09
C -0.58 -3.21 0.43
C -1.88 -2.70 0.64
C -2.08 -1.55 1.39
C -0.94 -0.85 1.94
Br -3.27 -3.46 -0.28
H -0.38 -0.73 4.56
H 2.12 -1.93 3.15
H -0.83 -1.33 6.85
H 2.63 -3.15 4.92
H -0.24 -2.61 8.91
H 3.06 -4.35 7.06
H 1.52 -3.07 1.00
H -1.15 -0.07 2.68
H -0.42 -4.05 -0.23
H -3.07 -1.24 1.71
P 2.06 0.75 -0.38
C -2.75 -2.10 -3.72
C -3.27 -3.29 -4.53
H -3.50 -1.30 -3.71
H -2.51 -2.39 -2.68
H -4.18 -3.70 -4.09
H -3.49 -2.95 -5.56
H -2.53 -4.11 -4.59
C 0.07 -2.61 -3.90
C 0.84 -3.26 -5.07
H -0.44 -3.39 -3.31
H 0.76 -2.08 -3.24
H 1.57 -3.97 -4.67
H 0.17 -3.80 -5.75
H 1.38 -2.50 -5.65
C -1.07 0.23 -3.80
C -1.45 1.26 -4.87
H -0.03 0.38 -3.46
H -1.72 0.31 -2.92
H -0.94 2.21 -4.70
H -1.18 0.92 -5.88
H -2.52 1.46 -4.87
C 2.22 2.25 -1.39
C 3.52 3.04 -1.41
H 1.44 2.92 -1.05
H 1.97 1.97 -2.42
H 3.69 3.61 -0.49
H 4.40 2.41 -1.57
H 3.51 3.77 -2.22
C 2.20 -0.59 -1.62
C 2.94 -1.83 -1.19
H 2.64 -0.16 -2.53
H 1.16 -0.82 -1.84
H 3.94 -1.59 -0.81
H 2.42 -2.38 -0.42
H 3.05 -2.52 -2.04
C 3.48 0.71 0.78
C 3.31 1.62 2.00
H 4.38 0.99 0.22
H 3.61 -0.33 1.09
H 4.16 1.49 2.67
H 3.26 2.68 1.71
H 2.40 1.36 2.57
C -0.03 4.16 2.02
C -1.28 3.28 1.90
P -1.28 2.25 0.38
C -2.97 1.62 0.08
C -4.08 2.68 0.16
C -1.10 3.45 -0.99
C -1.75 4.84 -0.87
H 0.84 3.57 2.35
H -0.20 4.95 2.77
H 0.23 4.65 1.08
H -1.37 2.60 2.76
H -2.19 3.90 1.89
H -2.94 1.18 -0.93
H -3.13 0.78 0.78
H -4.14 3.24 -0.78
H -5.05 2.19 0.31
H -3.94 3.39 0.98
H -0.03 3.60 -1.18
H -1.49 2.94 -1.88
H -1.34 5.42 -0.03
H -1.55 5.42 -1.79
H -2.84 4.78 -0.75

For the orbital gap (spin up / spin down), the calculation gives 5.997 / 5.998 eV. The strongest force on any atom is 0.063 Eh/bohr. Its multiplicity is 1.

Mulliken atomic charge list, values in e, 5 entries: N -0.63; C -0.31; C -0.49; C 0.69; C -0.41


# 7
Entry from the Open Molecules 2025 dataset: an isolated molecule of C4H7FS (ωB97M-V with the def2-TZVPD basis set).

Geometry (Å):
C -0.85 1.04 -0.46
C -0.25 -0.24 -0.03
C 0.89 -0.13 1.02
C 1.24 -0.43 -0.40
H -1.26 1.51 0.41
H -0.23 1.74 -1.01
H -1.66 0.91 -1.15
H -2.24 -1.06 0.22
H 1.14 -1.05 1.65
H 1.11 0.86 1.44
H 1.67 0.30 -1.12
F 1.63 -1.67 -0.54
S -1.20 -1.79 -0.02

For the orbital gap, the calculation gives 9.676 eV. The strongest force on any atom is 0.062 Eh/bohr. Its multiplicity is 1. As for the SMILES: C[C@]1(S)C[C@H]1F.

natural (NBO) atomic charge list, values in e, 5 entries: C -0.63; C -0.20; C -0.47; C 0.20; H 0.21


# 8
Entry from the Open Molecules 2025 dataset: an isolated molecule of C6H13N (ωB97M-V with the def2-TZVPD basis set).

Geometry (Å):
C -1.07 1.50 2.29
C -0.12 1.00 1.21
C -0.84 0.64 -0.09
N 0.15 0.18 -1.04
C -0.21 -0.36 -2.33
C 0.24 -1.25 -1.22
C 1.53 -1.94 -0.84
H -1.81 0.74 2.55
H -1.62 2.39 1.94
H -0.53 1.77 3.20
H 0.63 1.76 0.97
H 0.43 0.12 1.56
H -1.37 1.52 -0.49
H -1.60 -0.14 0.10
H 0.40 -0.04 -3.18
H -1.28 -0.45 -2.56
H -0.62 -1.80 -0.84
H 1.64 -2.91 -1.32
H 2.41 -1.32 -1.00
H 1.45 -2.11 0.24

For the orbital gap, the calculation gives 10.363 eV. The strongest force on any atom is 0.006 Eh/bohr. Its multiplicity is 1. As for the SMILES: CCCN1C[C@H]1C.

natural (NBO) atomic charge list, values in e, 5 entries: C -0.61; C -0.40; C -0.21; N -0.41; C -0.25